{"formula": "C24H20Cl6N4O3ReSe", "method": "the ωB97M-V functional and the def2-TZVPD basis", "species": ["Re", "Cl", "C", "C", "C", "C", "O", "C", "C", "N", "C", "C", "C", "C", "C", "C", "C", "C", "N", "C", "C", "H", "H", "H", "H", "H", "H", "H", "H", "H", "H", "Cl", "C", "Cl", "Cl", "C", "O", "O", "C", "N", "C", "C", "N", "C", "C", "Se", "H", "H", "H", "H", "H", "H", "H", "H", "Cl", "C", "Cl", "H", "H"], "xyz": [[-0.05905, -0.06593, 0.05797], [3.14274, 0.11296, 6.67618], [2.59798, 0.29877, 5.05536], [3.44847, 0.86507, 4.09108], [3.04379, 0.99947, 2.78379], [1.78711, 0.55650, 2.37933], [1.46222, 0.64094, 1.09481], [0.90891, 0.03200, 3.35280], [-0.39727, -0.39801, 3.04598], [-0.99606, -0.34593, 1.87964], [-2.34350, -0.83694, 1.74786], [-3.25269, -0.94396, 2.76400], [-4.52607, -1.50327, 2.52875], [-4.87438, -1.95177, 1.28791], [-3.97329, -1.80946, 0.20872], [-4.27898, -2.19430, -1.11736], [-3.37464, -1.97486, -2.12085], [-2.15875, -1.35889, -1.82065], [-1.83175, -0.99670, -0.58403], [-2.72145, -1.22259, 0.44462], [1.34649, -0.09510, 4.69439], [4.44074, 1.18335, 4.38574], [3.69879, 1.41992, 2.03090], [-0.96108, -0.81339, 3.87686], [-3.01925, -0.59345, 3.76170], [-5.22273, -1.58133, 3.35249], [-5.83783, -2.41555, 1.11681], [-5.23922, -2.64902, -1.33295], [-3.58612, -2.24630, -3.14526], [-1.43951, -1.14366, -2.60127], [0.68520, -0.52100, 5.44037], [3.03961, -3.53009, -1.89196], [1.47285, -2.90205, -2.35780], [1.48659, -2.31989, -4.01537], [0.22567, -4.15516, -2.17089], [1.06531, -1.77616, -1.39229], [0.91546, -2.01908, -0.16261], [0.78578, -0.60335, -1.81160], [-1.29780, 3.21184, 2.21175], [-0.37281, 3.85755, 1.28140], [0.31913, 5.01860, 1.55389], [0.94504, 5.38197, 0.41650], [0.63188, 4.43987, -0.53972], [1.09979, 4.52008, -1.92848], [-0.15989, 3.50738, 0.00164], [-0.92053, 2.03025, -0.91503], [-0.99178, 3.44549, 3.22800], [-1.27929, 2.14092, 2.06026], [-2.30762, 3.58321, 2.04956], [0.28981, 5.49740, 2.51832], [1.58618, 6.22198, 0.20854], [2.18318, 4.46483, -1.95018], [0.77160, 5.46412, -2.35554], [0.68617, 3.69775, -2.50079], [4.51329, -0.38444, -2.34048], [3.93178, 1.24580, -2.63587], [2.80283, 1.76015, -1.35279], [3.40133, 1.26354, -3.57826], [4.77581, 1.92213, -2.63428]], "forces_ev_per_a": [[1.009, -0.478, 0.223], [0.010, 0.025, -0.008], [0.268, 0.148, 0.005], [0.042, -0.012, 0.053], [0.222, 0.092, -0.197], [-0.135, 0.006, 0.006], [-0.385, -0.079, -0.296], [0.174, -0.013, -0.054], [-0.316, -0.054, -0.064], [-0.150, -0.150, 0.019], [0.131, 0.075, 0.047], [-0.034, 0.060, 0.099], [0.023, -0.020, 0.051], [-0.047, -0.084, 0.039], [-0.067, 0.061, -0.094], [-0.011, -0.004, -0.028], [-0.101, -0.004, -0.025], [0.057, 0.068, 0.146], [-0.177, -0.150, -0.156], [0.164, 0.005, -0.190], [-0.332, -0.157, -0.019], [-0.034, 0.002, 0.000], [0.031, -0.035, 0.056], [-0.046, -0.011, -0.041], [-0.003, -0.025, -0.026], [0.022, -0.006, -0.019], [0.013, 0.061, -0.017], [0.040, 0.003, 0.038], [0.008, -0.014, 0.024], [0.025, -0.002, 0.038], [-0.014, 0.011, -0.062], [0.028, -0.016, 0.099], [-0.093, 0.096, -0.005], [0.030, 0.026, 0.050], [-0.036, 0.039, -0.028], [0.156, -0.030, -0.031], [-0.261, 0.486, 0.023], [-0.093, -0.299, 0.295], [0.024, 0.154, 0.005], [-0.011, -0.036, 0.076], [-0.132, -0.033, 0.067], [0.051, -0.011, -0.109], [0.204, 0.044, -0.165], [-0.052, 0.120, -0.005], [0.037, -0.083, 0.188], [-0.422, 0.411, 0.084], [0.062, 0.002, -0.020], [0.033, -0.101, -0.029], [-0.015, 0.011, -0.043], [-0.007, -0.079, -0.024], [-0.049, -0.037, -0.046], [0.016, -0.015, 0.050], [-0.068, 0.021, 0.026], [-0.012, -0.046, 0.035], [-0.005, -0.051, 0.001], [0.013, -0.062, 0.017], [0.252, 0.086, -0.031], [-0.047, 0.017, -0.041], [0.011, 0.067, 0.014]], "mulliken_charge": [0.72, -0.16, -0.02, -0.54, -0.80, 0.28, -0.02, 0.48, 0.16, 0.37, 0.67, -0.67, -1.11, -0.90, 0.58, -0.51, -1.08, -0.17, 0.37, 0.41, -1.23, 0.46, 0.51, 0.37, 0.49, 0.42, 0.46, 0.49, 0.46, 0.75, 0.50, -0.06, 0.83, -0.08, -0.10, -0.04, -0.49, -0.48, -0.59, 0.30, -0.45, -0.54, 0.26, -0.98, 0.01, -0.15, 0.32, 0.06, 0.32, 0.49, 0.52, 0.40, 0.37, 0.30, -0.10, -0.55, -0.03, 0.29, 0.42], "e_tot_ev": -179914.84119, "gap_ev": [6.95, 6.45], "de_lowest_ev": 0.000, "largest_force_ha_per_bohr": 0.0221, "spin_multiplicity": 4, "charge": 2, "s2": 3.7735}